No. 1
DFT (ωB97M-V with the def2-TZVPD basis set) results for 8 unconnected molecules or ions with the total composition C19H58N4O8 at a distorted geometry.

Summary:
**Total charge**: -1
**<S²>**: 0.75
**HOMO energy (alpha / beta)**: 0.413 / -6.232 eV
**Spin multiplicity**: 2
**F_max**: 0.07054 hartree/bohr
**Total energy**: -1579.4565 Eh
**HOMO-LUMO gap (alpha / beta)**: 2.18 / 8.75 eV

```
89
Properties=species:S:1:pos:R:3:forces:R:3:mulliken_charge:R:1
C 1.60252 -0.60916 4.24532 -1.4 -1.4 -1.6 -1.225
C 1.79764 -1.66484 3.09719 1.2 -0.2 1.3 0.403
C 1.62848 -3.12176 3.56877 -0.3 -0.6 -1.7 -1.433
O 0.99863 -1.40769 1.95489 -0.6 -0.4 0.8 0.131
H 1.88423 -0.93633 5.24617 0.7 0.1 -0.3 0.426
H 0.51270 -0.62462 4.25785 -0.3 0.9 0.3 0.214
H 2.01763 0.32388 3.86426 -0.2 0.2 0.6 0.292
H 2.81604 -1.50759 2.74189 0.4 -0.5 0.2 0.324
H 0.64248 -3.56966 3.44509 -0.9 1.0 0.9 0.246
H 2.07230 -3.44025 4.51200 0.0 0.4 -0.1 0.429
H 1.97117 -3.76866 2.76119 1.3 0.0 -0.1 0.386
H 1.43040 -0.65643 1.54164 0.0 0.6 -0.8 -0.344
O 2.29695 0.64715 0.26956 -0.6 0.1 1.8 0.277
H 3.15648 0.89365 0.61116 0.6 0.2 0.4 -0.453
H 2.46875 0.35820 -0.62667 0.1 -0.3 -1.4 0.240
O -1.44576 2.87892 -2.00100 -0.1 0.7 -0.5 -0.565
H -2.39364 2.75139 -1.96226 -0.2 0.0 0.0 0.306
H -1.10165 2.33864 -1.28973 0.2 -0.6 0.3 0.181
O -0.40997 0.73533 -0.65565 -0.5 0.3 0.3 0.219
H 0.54722 0.73133 -0.65797 0.5 0.1 0.2 -0.207
H -0.65365 -0.18783 -0.58760 0.0 -0.2 -0.2 0.106
C -5.38593 1.56073 2.61411 1.2 0.0 -0.4 -1.513
C -4.33068 0.65974 1.92560 0.9 -0.7 0.7 0.766
C -2.91098 0.58066 2.66144 -1.8 2.5 0.6 -0.141
O -2.50683 1.97611 2.97416 -1.0 -2.6 0.8 -0.421
C -1.62897 2.50482 2.06298 -0.1 0.3 -1.2 -0.408
N -4.81004 -0.71380 1.90672 -0.5 -0.4 0.5 -0.726
H -5.15615 2.61474 2.45801 0.1 0.0 0.1 0.314
H -5.38887 1.37624 3.68838 -0.2 -0.1 0.0 0.335
H -6.36342 1.39446 2.16138 -0.1 -0.2 0.1 0.480
H -4.21931 0.91917 0.87280 0.4 0.9 0.0 0.159
H -2.17279 -0.04647 2.16156 0.2 0.6 -0.5 -0.294
H -3.02633 0.12312 3.64402 -0.4 0.0 0.0 0.338
H -0.75333 1.86177 1.97444 0.6 0.6 0.1 0.112
H -1.53176 3.55586 2.33495 0.9 -0.1 0.1 0.360
H -2.07111 2.52022 1.06680 -0.1 0.0 -0.4 0.096
H -5.80354 -0.69309 1.72611 -0.1 -0.2 -0.1 0.202
H -4.35286 -1.17414 1.13266 0.0 -0.3 -0.2 0.268
C 3.56958 -1.74718 -1.98316 1.0 -1.9 1.0 -1.845
C 2.20808 -1.35873 -2.47913 0.8 -0.6 0.0 -1.036
C 1.08131 -2.07231 -1.68551 1.4 -0.2 0.2 0.345
O -0.24689 -1.80316 -2.01312 -0.6 0.9 -0.1 0.453
C -0.66939 -1.92648 -3.35820 -0.1 -1.6 0.6 -1.568
N 2.16970 0.06133 -2.29330 -1.4 1.1 -0.8 0.109
H 4.42610 -1.16165 -2.31726 -0.4 0.5 -0.2 0.753
H 3.84209 -2.76201 -2.27292 -0.2 -0.3 -0.3 0.674
H 3.63909 -1.80489 -0.89691 -0.1 0.4 0.2 -0.120
H 2.26610 -1.63138 -3.53288 -0.8 -0.1 -0.3 0.196
H 1.17321 -1.85273 -0.62182 0.1 0.6 0.1 -0.527
H 1.28069 -3.14348 -1.65477 0.0 -0.5 -0.7 0.704
H -0.32709 -2.90128 -3.70563 0.4 -0.1 -0.5 0.446
H -0.37664 -1.14373 -4.05799 0.0 0.2 0.3 0.318
H -1.74378 -2.09551 -3.28599 -0.2 0.7 -0.3 0.192
H 2.86107 0.54184 -2.85118 1.0 -0.1 0.0 0.273
H 1.35575 0.40045 -2.78583 -0.9 0.4 0.3 0.051
C 1.71204 5.00280 -3.32932 1.1 -0.9 1.7 -1.297
C 2.63117 4.21203 -2.26213 -1.0 1.0 -0.7 0.427
C 3.63594 5.21189 -1.63630 1.1 -2.1 0.2 -0.901
O 4.68074 5.56256 -2.57428 -0.2 2.3 0.1 -0.208
C 5.27109 6.90374 -2.38481 -0.6 -1.2 -1.1 -0.829
N 1.86881 3.53922 -1.16439 0.0 1.7 -0.9 -0.252
H 1.67999 6.05205 -3.03580 -0.5 0.0 0.1 0.242
H 0.73390 4.52181 -3.33058 -0.1 0.3 -0.3 0.475
H 2.21546 4.97137 -4.29559 -0.2 -0.2 0.0 0.305
H 3.11296 3.44902 -2.87353 0.7 0.1 0.1 0.186
H 4.14476 4.61231 -0.88152 0.1 0.0 0.5 0.238
H 3.16294 6.00467 -1.05675 -0.2 0.5 -0.7 0.378
H 6.09020 6.90152 -1.66568 -0.5 0.1 0.5 0.288
H 4.52048 7.69023 -2.30666 -0.3 -0.2 1.1 0.319
H 5.72465 7.26489 -3.30783 0.3 -0.9 -0.5 0.298
H 2.42095 2.89305 -0.61878 0.1 -0.2 -0.2 0.127
H 1.05494 3.09701 -1.56707 0.0 -0.2 0.2 -0.074
C -3.50708 -3.83804 -1.11181 0.1 -1.3 -0.3 -1.703
C -2.93083 -3.38961 0.23694 -2.1 -0.5 -1.8 0.869
C -1.75383 -4.15992 0.74016 -0.4 -1.5 -0.8 0.039
O -2.13445 -5.56427 0.90272 -0.7 3.2 -1.5 -0.357
C -1.64800 -6.09159 2.04083 0.2 -2.1 1.4 -0.728
N -2.67751 -2.01176 0.13764 1.5 2.6 0.6 -0.259
H -2.75709 -3.92831 -1.89761 0.3 0.1 0.0 0.266
H -4.31569 -3.23632 -1.52675 0.1 0.5 0.5 0.434
H -3.95687 -4.82541 -1.00739 0.2 -0.2 0.0 0.439
H -3.82716 -3.42705 0.85605 0.3 -0.6 0.9 0.036
H -1.37812 -3.69128 1.64973 -0.1 -0.3 0.3 0.302
H -0.94836 -4.13492 0.00620 0.2 0.2 -0.2 -0.085
H -2.43035 -6.72844 2.45368 0.0 -0.2 0.3 0.273
H -1.39127 -5.37504 2.82104 0.3 0.1 -0.1 0.313
H -0.83538 -6.75675 1.74874 0.6 0.0 0.7 0.261
H -2.02973 -1.72595 -0.58264 -0.1 -0.6 -1.0 -0.036
H -2.07457 -1.78857 0.91659 -0.2 0.5 0.8 -0.087
```
Forces are in eV/Å.

No. 2
DFT (ωB97M-V with the def2-TZVPD basis set) results for a molecular structure, C19H59B2F3HgO10S at a distorted geometry.

Summary:
**Total charge**: 0
**HOMO energy**: -9.012 eV
**F_max**: 0.05471 hartree/bohr
**Energy relative to the best compared isomer or geometry (same formula, charge and spin)**: 20.55 kJ/mol
**Total energy**: -2412.4100 Eh
**HOMO-LUMO gap**: 8.86 eV

```
95
Properties=species:S:1:pos:R:3:forces:R:3:mulliken_charge:R:1
Hg 0.66678 2.01170 -1.81424 0.2 1.0 0.8 0.085
O -1.04329 1.80438 2.46645 0.3 0.4 0.1 -0.232
H -0.70960 1.44373 1.59254 0.0 0.1 0.2 -0.245
H -1.93676 1.40450 2.64916 -0.2 -0.8 -0.1 0.695
H -0.40129 1.56698 3.21044 0.0 0.2 -0.1 0.417
B -0.16099 0.52960 -0.00010 0.4 -0.2 0.2 7.519
H 0.81562 0.92573 0.50951 0.7 0.2 0.8 -1.360
H 0.18359 -0.15967 -0.88094 -0.1 -0.6 -0.9 -1.826
H -0.79890 -0.10047 0.74382 -0.3 -0.8 0.8 -0.623
H -0.81613 1.45790 -0.28851 -0.8 0.7 -0.4 -0.689
B 1.01386 4.00349 -0.27130 -1.6 0.1 0.3 0.768
H 1.79295 3.44021 -0.95806 2.0 -1.1 -1.0 -0.341
H 1.47664 4.94439 0.24126 0.9 0.7 -0.1 -0.164
H 0.15301 4.32065 -1.00781 -1.0 0.5 -0.3 -0.233
H 0.62158 3.29399 0.57519 -0.3 -0.6 0.6 -0.478
C -3.39694 3.00282 -4.17015 -0.2 0.5 1.0 0.555
F -2.50179 2.81333 -5.13725 -0.1 -0.3 -0.2 -0.238
F -4.20401 4.00941 -4.51193 0.3 0.1 -0.1 -0.214
F -4.18923 1.93313 -4.03112 0.4 -0.3 -0.3 -0.207
S -2.52799 3.40481 -2.55718 -0.9 1.8 1.9 0.952
O -3.54244 3.21561 -1.52293 0.7 -0.9 -1.1 -0.699
O -1.40654 2.44381 -2.51422 -0.7 -0.4 -0.8 -0.836
O -2.12344 4.78640 -2.64669 0.2 -0.6 -0.9 -0.689
C -3.83297 -1.91570 3.90029 0.2 -0.7 2.0 -1.449
C -2.71987 -0.89362 3.89285 0.7 0.1 -2.4 0.329
C -1.41123 -1.57255 3.49371 0.7 -0.4 1.4 -0.750
O -3.00466 0.06498 2.82584 -0.2 0.4 1.0 -0.567
H -3.55289 -2.75103 4.55820 0.2 0.2 0.1 0.448
H -3.97423 -2.43117 2.95222 -0.3 0.6 -0.3 0.330
H -4.72293 -1.53390 4.40001 -0.3 0.1 -0.7 0.328
H -2.56625 -0.27587 4.77540 -0.4 -0.3 0.3 0.402
H -0.54007 -0.91349 3.51440 -0.2 0.3 -0.4 -0.097
H -1.47537 -2.10673 2.54759 -0.1 0.1 -0.1 0.208
H -1.13861 -2.29286 4.27863 -0.2 -0.2 -0.2 0.525
H -3.24238 -0.45904 2.03829 0.1 0.2 -0.5 0.283
C 4.58837 2.38737 -1.48363 0.8 -0.5 0.4 -1.284
C 4.03076 1.18705 -2.23556 0.4 -0.3 0.5 0.647
C 4.95672 -0.02061 -2.11911 0.3 0.0 0.2 -1.518
O 2.77619 0.81888 -1.63280 0.0 0.0 -0.4 -0.006
H 4.77789 2.07849 -0.44964 -0.3 0.0 0.1 0.251
H 3.94009 3.25642 -1.44304 0.0 0.0 -0.3 0.224
H 5.59610 2.62011 -1.83869 -0.2 0.3 -0.4 0.428
H 3.86359 1.40547 -3.29160 -0.3 0.1 0.0 0.283
H 5.14349 -0.16837 -1.05102 -0.1 -0.3 0.0 0.328
H 5.94595 0.08261 -2.56854 -0.1 0.4 -0.1 0.476
H 4.52725 -0.91678 -2.56805 -0.2 0.0 0.2 0.267
H 2.87047 0.04626 -1.04495 -0.1 0.0 -0.1 -0.166
C 2.33707 -0.05205 5.40448 0.3 1.0 -0.8 -1.367
C 2.04581 1.08261 4.39997 0.0 -0.8 -0.4 0.354
C 2.43615 0.60987 3.02755 0.9 -0.5 -1.2 -0.732
O 0.62572 1.40233 4.42165 0.5 -0.3 0.4 -0.502
H 1.99671 0.22925 6.40043 0.2 -0.3 0.2 0.495
H 3.41803 -0.19178 5.35339 0.0 0.0 0.5 0.381
H 1.91076 -0.98847 5.04997 -0.4 0.1 0.2 0.286
H 2.58347 2.00447 4.62753 0.0 -0.1 0.2 0.403
H 2.19527 -0.43750 2.81921 -0.7 0.1 0.2 -0.132
H 3.52261 0.55787 2.88101 0.1 0.4 0.6 0.525
H 2.12917 1.21040 2.16990 -0.4 0.2 0.3 -0.205
H 0.44055 1.42197 5.36787 -0.6 0.2 -0.2 0.288
C -4.02343 -0.59252 -1.91835 0.9 0.1 0.1 -0.882
C -4.13331 -0.18912 -0.44740 -1.6 -0.8 -0.4 1.046
C -5.44558 -0.65207 0.18095 -0.7 0.4 -0.2 -1.721
O -3.07618 -0.85075 0.25446 0.4 0.9 0.3 -0.690
H -4.68563 -0.11476 -2.63590 -0.3 0.2 0.3 0.407
H -4.08908 -1.67712 -2.02633 -0.1 0.0 0.1 0.362
H -3.00498 -0.30351 -2.20525 -0.1 -0.1 -0.2 -0.169
H -4.14702 0.89970 -0.35180 0.7 0.0 0.0 0.011
H -5.58381 -1.73241 0.25132 0.4 0.0 0.0 0.318
H -6.27769 -0.28369 -0.42859 0.1 0.0 -0.1 0.445
H -5.64073 -0.19498 1.15499 0.4 -0.2 0.1 0.428
H -2.27371 -0.30055 0.13502 -0.3 -0.5 0.0 -0.138
C -1.00790 -1.38797 -4.58433 0.9 0.1 -0.6 -1.448
C 0.06005 -1.17665 -3.50767 -0.5 -1.1 0.2 0.817
C 1.35556 -1.92850 -3.76572 0.6 -0.2 -0.7 -1.165
O 0.33069 0.22832 -3.39628 -0.1 -0.2 -0.4 -0.141
H -0.62491 -0.93654 -5.51086 0.0 -0.1 -0.1 0.457
H -1.97066 -0.90998 -4.42278 0.0 -0.1 0.5 0.271
H -1.11079 -2.45405 -4.78867 -0.2 0.0 0.1 0.402
H -0.31775 -1.63158 -2.58869 -0.2 1.1 0.4 -0.169
H 2.19655 -1.41944 -3.29449 -0.1 0.2 0.0 0.111
H 1.54933 -2.00691 -4.84240 0.1 0.1 0.1 0.371
H 1.39769 -2.94920 -3.38097 -0.5 0.0 0.1 0.299
H 0.48048 0.48456 -4.31654 0.0 0.4 0.2 0.150
C 1.01419 -3.51673 0.17705 0.5 -0.5 0.1 -1.280
C 2.29078 -2.77270 0.64215 -1.0 0.3 -1.8 0.917
C 3.58900 -3.48963 0.22084 -0.4 1.0 1.6 -1.479
O 2.26279 -1.50332 -0.06699 0.4 -0.1 0.5 -0.458
H 0.27386 -2.86580 -0.28727 -0.1 0.3 0.4 0.162
H 0.56288 -4.06952 1.00245 -0.1 -0.1 -0.1 0.323
H 1.27594 -4.21035 -0.62596 0.0 -0.2 0.2 0.352
H 2.25197 -2.56205 1.71197 0.1 -0.1 0.1 0.105
H 4.25530 -3.34953 1.07542 0.4 -0.3 -0.3 0.382
H 4.01894 -2.94307 -0.61414 -0.1 -0.4 -0.3 0.228
H 3.42479 -4.55076 0.06859 0.1 0.0 -0.3 0.416
H 1.38093 -1.12814 0.08254 0.2 0.2 -0.1 -0.674
```
Forces are in eV/Å.